1.
A molecular structure, C29H67F6NNiO17 at a distorted geometry, computed with wB97M-V/def2-TZVPD.

The geometry in XYZ format:
```
121
Properties=species:S:1:pos:R:3:forces:R:3:lowdin_charge:R:1
Ni -0.595 -3.627 1.202 -2.2 -0.1 1.0 1.050
C -1.725 -1.261 -0.828 4.8 -2.9 -1.1 -0.306
O -0.384 -0.775 -0.463 -0.2 0.7 1.4 -0.157
O -1.770 -2.553 -0.225 -1.0 1.2 1.2 -0.251
C -2.850 -0.166 -0.889 0.0 -0.6 0.4 -0.607
F -3.433 -0.263 -2.077 -0.2 -0.3 -1.0 0.148
F -3.789 -0.258 -0.001 -2.1 -2.0 2.1 0.173
F -2.544 1.107 -0.733 2.4 1.5 -0.6 0.162
C 0.482 -0.031 -1.381 -1.9 -1.0 0.3 -0.205
C 1.703 0.557 -0.629 -1.1 0.3 -1.7 -0.035
H 2.652 0.052 -0.811 -0.3 -0.5 0.3 0.065
H 1.804 1.497 -1.172 0.3 0.5 0.6 0.052
H 1.480 0.714 0.426 0.1 -0.1 -0.2 0.069
H -0.218 0.647 -1.869 0.5 1.2 0.4 0.109
H 0.687 -0.663 -2.245 0.8 -0.6 0.2 0.107
H -1.509 -1.594 -1.843 -1.0 0.9 -0.8 0.138
C -1.230 -5.999 2.464 1.8 1.5 -0.2 -0.382
O -1.949 -5.341 1.402 -2.4 -1.6 0.6 -0.181
O -0.129 -5.173 2.591 -1.1 0.1 -0.2 -0.208
C -2.164 -6.241 3.795 0.7 1.8 -2.3 -0.508
F -3.098 -7.156 3.475 -0.2 0.2 0.6 0.120
F -1.553 -6.657 4.884 0.2 0.2 0.0 0.182
F -2.764 -5.021 4.048 0.1 -1.3 0.2 0.099
C -3.086 -6.180 0.956 -0.1 1.6 -3.1 -0.184
C -3.506 -5.583 -0.461 0.0 -1.1 2.6 -0.050
H -4.370 -6.183 -0.747 0.0 0.2 -0.4 0.081
H -3.822 -4.572 -0.207 0.2 0.2 -0.7 0.068
H -2.682 -5.707 -1.164 -0.2 0.4 0.0 0.086
H -3.964 -6.186 1.601 0.4 0.5 0.3 0.114
H -2.812 -7.219 0.772 0.6 0.0 0.5 0.118
H -1.013 -6.963 2.006 0.3 -0.6 0.6 0.145
C 3.501 0.112 -3.862 0.3 0.5 0.6 -0.019
C 4.245 1.430 -4.360 -1.4 2.1 2.4 -0.411
C 3.874 2.639 -3.377 0.4 -2.0 2.4 -0.103
C 4.798 2.725 -2.123 -0.2 0.3 -1.4 -0.179
C 6.203 2.674 -2.585 2.9 0.1 -0.7 -0.169
C 6.679 1.480 -3.442 0.2 0.5 0.6 -0.499
N 5.719 1.419 -4.556 -2.0 3.3 2.0 -0.154
O 6.030 0.585 -5.521 1.2 -3.1 -2.8 -0.002
C 8.182 1.642 -3.927 -1.6 -0.4 -0.5 -0.015
C 6.684 0.263 -2.601 -1.1 -2.7 0.0 -0.051
C 3.432 1.885 -5.562 0.4 -1.5 -2.7 -0.071
H 3.715 -0.160 -2.828 0.7 0.0 0.0 0.054
H 3.580 -0.794 -4.464 0.4 0.3 -0.3 0.084
H 2.434 0.316 -3.774 -0.1 0.3 -0.4 0.060
H 3.748 3.627 -3.821 0.3 -0.3 -0.4 0.115
H 2.949 2.325 -2.894 -0.6 0.4 -0.6 0.086
H 4.647 1.927 -1.397 -0.4 -0.1 -0.1 0.100
H 4.645 3.682 -1.622 -0.2 -0.1 0.2 0.102
H 6.883 2.704 -1.734 0.2 0.1 0.2 0.123
H 6.537 3.474 -3.245 -0.6 0.8 0.3 0.118
H 8.928 1.510 -3.143 -0.4 0.8 0.4 0.079
H 8.411 0.767 -4.534 -0.2 0.1 -0.5 0.075
H 8.281 2.553 -4.517 0.4 0.0 0.1 0.080
H 5.877 0.237 -1.868 0.4 0.3 0.6 0.073
H 6.340 -0.566 -3.220 0.3 -0.3 -0.4 0.087
H 7.646 -0.071 -2.215 -0.1 0.4 0.4 0.087
H 3.780 1.226 -6.357 -0.1 -0.1 -0.7 0.073
H 3.454 2.878 -6.012 0.8 0.3 0.7 0.086
H 2.369 1.645 -5.574 0.0 -0.1 0.9 0.088
H 5.920 1.098 -6.325 0.3 -0.1 -0.3 0.112
C -1.932 4.117 0.654 -1.3 0.4 1.3 -0.169
C -2.173 3.037 1.793 2.2 -0.5 -1.4 -0.163
O -1.120 2.028 1.745 0.4 1.3 0.1 -0.111
O -0.828 5.021 0.942 -1.2 -1.0 -0.3 -0.086
H -2.834 4.729 0.677 -0.2 0.3 0.3 0.105
H -1.958 3.798 -0.388 0.7 -0.7 0.2 0.116
H -3.133 2.522 1.812 -0.3 0.4 -0.6 0.097
H -2.041 3.547 2.747 0.0 0.2 0.0 0.117
H -1.407 1.145 1.500 -0.4 0.3 -0.1 0.039
H -0.157 4.841 0.279 0.4 -0.3 0.0 0.064
C 2.697 4.453 0.938 -2.3 -0.8 1.4 -0.136
C 2.103 5.484 2.024 2.0 0.3 -2.5 -0.282
O 1.130 5.065 2.861 -0.2 -1.4 1.8 -0.047
O 1.582 3.615 0.415 1.5 1.3 -0.1 -0.112
H 3.359 3.764 1.462 0.3 0.1 0.0 0.102
H 3.247 4.936 0.131 -0.3 0.1 0.0 0.102
H 1.750 6.372 1.500 0.2 0.3 -0.3 0.111
H 3.006 5.743 2.577 -0.2 0.3 0.4 0.112
H 0.353 4.784 2.372 -0.4 0.1 -0.5 0.044
H 1.531 2.871 1.020 -0.4 -0.1 0.0 0.040
C 1.682 1.658 4.055 -1.7 0.2 0.0 -0.207
C 1.015 0.244 3.923 2.5 0.2 0.6 -0.193
O 2.116 -0.667 3.762 -0.7 -0.6 -0.8 -0.082
O 2.621 1.724 5.155 -1.0 -0.7 -0.7 -0.056
H 0.847 2.357 4.107 -0.1 0.4 0.9 0.100
H 2.105 2.032 3.122 0.7 -0.8 -0.2 0.098
H 0.312 0.143 3.096 0.5 0.4 -0.4 0.092
H 0.446 -0.109 4.783 0.0 0.7 0.5 0.107
H 2.716 -0.567 4.505 -0.1 0.2 0.1 0.072
H 3.158 2.518 5.101 -0.2 0.1 -0.2 0.084
C -4.663 -3.314 -2.867 -1.8 1.6 -1.6 -0.289
C -4.935 -2.330 -4.025 -1.4 0.2 1.6 -0.261
O -4.776 -2.939 -5.281 0.4 0.2 -0.3 -0.043
O -3.358 -3.666 -2.941 2.3 -0.9 0.3 -0.045
H -5.340 -4.146 -3.061 -0.1 -0.4 0.5 0.118
H -4.837 -2.806 -1.918 -0.6 0.0 0.1 0.119
H -4.428 -1.390 -3.810 0.8 -0.2 -0.7 0.097
H -5.982 -2.026 -4.004 -0.4 0.0 0.6 0.112
H -5.489 -2.538 -5.784 0.3 -0.3 -0.5 0.081
H -3.050 -3.681 -2.032 0.7 -0.1 0.0 0.031
C -2.501 -0.582 4.173 0.9 -0.6 0.9 -0.212
C -2.061 -2.067 3.969 -1.2 0.4 -0.2 -0.133
O -1.338 -2.239 2.709 -0.5 -0.2 1.1 -0.097
O -2.358 0.160 2.989 0.0 -0.5 0.6 -0.093
H -1.916 -0.185 5.003 0.3 0.5 -0.1 0.111
H -3.541 -0.503 4.489 -0.2 -0.5 0.0 0.111
H -3.063 -2.493 4.024 0.4 -1.2 -1.0 0.101
H -1.524 -2.498 4.814 0.4 0.3 -0.3 0.129
H -1.427 -1.373 2.303 0.0 0.3 -0.7 0.058
H -2.823 0.961 3.242 -0.1 0.4 -0.8 0.066
C -6.237 0.629 3.281 -0.1 -1.3 1.4 -0.234
C -6.186 -0.599 2.314 -2.5 1.1 0.5 -0.157
O -7.438 -1.409 2.460 1.7 1.2 0.0 -0.085
O -5.036 1.371 3.134 0.3 0.0 -0.3 -0.085
H -6.351 0.269 4.303 0.5 -0.4 0.4 0.108
H -7.126 1.259 3.250 -0.1 0.0 -1.2 0.120
H -5.320 -1.243 2.473 0.1 0.4 -0.2 0.115
H -6.249 -0.075 1.360 0.5 -0.9 -0.5 0.111
H -7.156 -2.313 2.616 -0.1 0.0 0.0 0.067
H -5.032 2.124 3.730 -0.3 0.1 0.1 0.098
```
Forces are in eV/Å.

Results
spin multiplicity	3
relative energy (zero: lowest compared OMol25 entry of this formula, charge and spin)	112.7	kcal/mol
E_HOMO (spin up / spin down)	-8.05 / -8.05	eV
gap between HOMO and LUMO (spin up / spin down)	7.96 / 6.66	eV
total energy	-4586.089622	a.u.
lowest unoccupied orbital energy (spin up / spin down)	-0.095 / -1.396	eV

***

2.
2 unconnected molecules or ions with the total composition CHN4S at a distorted geometry, computed with wB97M-V/def2-TZVPD.

The geometry in XYZ format:
```
7
Properties=species:S:1:pos:R:3:forces:R:3:nbo_charge:R:1
C -1.515 0.222 0.118 -1.8 -1.2 2.1 -0.623
N -2.680 0.548 -0.047 -0.8 0.4 0.7 -0.019
N 1.624 -0.341 0.081 4.6 -0.1 -0.3 0.106
N -3.819 0.786 0.071 -0.2 0.1 -0.7 -0.479
N 2.764 -0.502 0.034 -6.1 0.2 0.4 -0.162
S 4.237 -1.009 0.030 1.6 -0.1 -0.1 0.021
H -0.612 0.295 -0.287 2.9 0.7 -2.1 0.157
```
Forces are in eV/Å.

Results
relative energy (zero: lowest compared OMol25 entry of this formula, charge and spin)	90.6	kcal/mol
E_HOMO	-1.50	eV
gap between HOMO and LUMO	4.24	eV
charge	-1
total energy	-655.789701	a.u.
lowest unoccupied orbital energy	2.739	eV

***

3.
2 unconnected molecules or ions with the total composition C3H12N2O at a distorted geometry, computed with wB97M-V/def2-TZVPD.

The geometry in XYZ format:
```
18
Properties=species:S:1:pos:R:3:forces:R:3:nbo_charge:R:1
N -0.289 1.383 -1.773 -0.9 -0.2 0.9 -0.873
C -0.392 -0.060 -1.701 -0.1 -1.5 -2.5 -0.214
C 0.364 -0.788 -0.593 1.3 2.6 0.0 -0.431
C -0.005 -2.232 -0.339 -1.7 -0.1 -0.1 -0.211
N -1.482 -2.276 -0.250 -0.4 0.2 -0.2 -0.882
H 0.358 1.893 -1.202 0.2 -0.2 0.0 0.371
H -0.433 1.746 -2.693 0.2 0.2 -0.1 0.371
H -1.384 -0.500 -1.792 -0.7 0.9 0.9 0.195
H -0.085 -0.422 -2.721 0.7 -0.2 0.8 0.153
H 0.310 -0.109 0.290 -0.7 -0.8 0.1 0.200
H 1.408 -0.554 -0.843 0.2 -1.1 0.0 0.213
H 0.192 -2.865 -1.216 0.6 0.2 0.3 0.191
H 0.459 -2.644 0.570 0.2 0.2 -0.4 0.183
H -1.971 -1.487 0.149 0.5 0.0 0.2 0.365
H -1.960 -3.126 -0.010 0.4 -0.3 0.1 0.369
O 1.581 3.629 4.789 0.5 0.2 0.6 -0.933
H 2.096 4.289 5.283 -0.2 -0.4 -0.2 0.467
H 1.232 4.121 4.052 -0.2 0.2 -0.4 0.466
```
Forces are in eV/Å.

Results
relative energy (zero: lowest compared OMol25 entry of this formula, charge and spin)	25.9	kcal/mol
E_HOMO	-8.24	eV
gap between HOMO and LUMO	9.17	eV
total energy	-306.202610	a.u.
lowest unoccupied orbital energy	0.932	eV
structure (SMILES)	NCCCN.O

***

4.
3 unconnected molecules or ions with the total composition C36H66N3O10PS at a distorted geometry, computed with wB97M-V/def2-TZVPD.

The geometry in XYZ format:
```
117
Properties=species:S:1:pos:R:3:forces:R:3:lowdin_charge:R:1
C 2.335 -2.764 3.372 0.1 -0.3 -0.3 -0.053
C 2.201 -3.140 1.894 -0.2 -0.2 0.5 -0.230
O 2.783 -2.151 1.049 0.4 -0.3 -0.1 -0.171
C 3.886 -2.679 0.329 0.5 -0.3 0.7 -0.219
C 4.571 -1.603 -0.493 -0.4 -0.9 -0.5 -0.141
C 3.666 -0.721 -1.397 0.9 1.7 1.0 -0.374
P 4.724 -0.353 -2.902 -0.8 -2.7 -1.9 0.513
N 4.799 -1.652 -3.749 0.3 0.5 -0.1 -0.140
O 6.208 -0.007 -2.397 -0.5 1.0 0.5 -0.141
O 4.099 0.825 -3.806 0.6 0.8 1.1 -0.129
C 3.264 0.678 -0.769 -0.3 -0.3 -0.1 -0.254
C 4.482 1.438 -0.163 -0.1 -0.3 0.2 -0.106
C 4.475 1.733 1.343 0.1 0.6 -0.2 -0.401
C 3.561 2.923 1.743 0.7 -0.8 0.9 -0.034
O 4.289 0.592 2.176 -0.2 0.2 0.1 -0.028
C 1.992 0.619 0.104 -0.1 -0.4 -0.4 -0.095
C 0.821 0.032 -0.693 0.3 1.5 0.6 -0.300
C -0.536 0.268 -0.014 -0.3 -0.9 -0.5 -0.101
O -1.046 -0.884 0.699 -0.1 1.0 -0.7 -0.060
C -2.392 -1.012 0.309 1.7 -0.2 0.9 -0.308
C -3.317 -0.162 0.842 -0.3 0.5 0.5 -0.018
C -4.618 -0.278 0.417 -0.2 0.5 0.4 -0.072
C -4.929 -1.227 -0.517 -1.8 -0.3 -0.6 -0.106
C -3.999 -2.081 -1.032 0.6 -0.5 -0.5 -0.083
C -2.692 -1.969 -0.614 0.2 -0.6 -0.3 -0.002
O 1.007 -1.339 -1.037 0.5 -0.4 0.4 -0.156
S 2.187 -1.559 -2.070 -0.1 0.0 -2.3 0.626
O 2.411 -2.936 -2.295 0.0 -0.9 1.5 -0.220
O 1.815 -0.863 -3.264 -0.1 1.2 0.2 -0.267
H 3.234 -3.199 3.812 0.1 0.1 -0.1 0.077
H 1.489 -3.186 3.916 0.0 0.3 0.1 0.079
H 2.398 -1.684 3.486 -0.3 0.0 0.1 0.052
H 1.160 -3.289 1.601 0.0 0.3 0.0 0.124
H 2.684 -4.114 1.770 0.1 0.1 -0.3 0.117
H 4.626 -3.034 1.064 0.1 0.0 -0.1 0.136
H 3.615 -3.566 -0.246 -0.3 0.3 -0.3 0.121
H 5.247 -2.139 -1.166 0.0 -0.1 0.1 0.114
H 5.214 -1.035 0.178 -0.2 0.4 -0.2 0.113
H 4.430 -1.472 -4.677 -0.1 -0.4 0.0 0.006
H 6.763 -0.339 -3.123 0.1 -0.2 0.1 0.092
H 4.497 1.689 -3.624 -0.2 0.0 -0.1 0.089
H 2.960 1.271 -1.638 -0.1 -0.1 0.0 0.120
H 5.415 0.916 -0.384 -0.1 0.0 0.0 0.093
H 4.571 2.403 -0.666 0.0 0.0 0.0 0.121
H 5.483 2.088 1.587 0.1 0.0 -0.2 0.135
H 2.541 2.615 1.957 -0.1 0.1 -0.3 0.053
H 3.644 3.755 1.046 -0.2 -0.1 -0.2 0.082
H 3.967 3.282 2.694 -0.2 0.1 0.0 0.075
H 4.086 -0.197 1.661 -0.2 0.0 0.0 0.049
H 2.108 0.077 1.039 0.1 0.2 0.0 0.117
H 1.690 1.650 0.285 0.1 0.0 0.3 0.120
H 0.793 0.629 -1.613 -0.2 -0.3 -0.2 0.146
H -1.238 0.482 -0.821 0.0 0.0 0.0 0.133
H -0.524 1.161 0.617 0.3 -0.1 0.2 0.131
H -3.021 0.579 1.573 0.0 0.0 0.0 0.124
H -5.384 0.377 0.808 0.0 0.0 0.0 0.110
H -5.950 -1.317 -0.873 0.0 0.1 0.1 0.105
H -4.239 -2.820 -1.784 -0.2 0.0 0.0 0.108
H -1.896 -2.601 -0.983 0.0 0.0 -0.1 0.130
C -4.268 0.668 -8.034 0.0 -0.3 -0.1 -0.034
C -4.218 1.068 -6.538 0.3 0.3 -1.8 -0.486
C -2.856 0.701 -5.940 0.1 -0.3 0.5 -0.135
C -2.674 -0.795 -5.691 -0.1 0.0 0.0 -0.167
C -3.841 -1.355 -4.880 0.5 0.4 0.1 -0.137
C -5.204 -1.035 -5.492 -0.6 -1.6 -0.9 -0.493
N -5.345 0.419 -5.799 1.3 0.4 2.0 -0.080
O -5.551 1.064 -4.691 -0.6 0.1 -0.4 -0.015
C -5.406 -1.884 -6.763 0.2 0.1 -0.3 -0.038
C -6.307 -1.505 -4.546 -0.2 0.5 0.4 -0.042
C -4.359 2.589 -6.530 -0.3 0.2 0.5 -0.050
H -5.281 0.410 -8.344 0.0 0.0 0.1 0.085
H -3.951 1.493 -8.672 0.1 0.1 0.1 0.079
H -3.610 -0.167 -8.272 -0.1 -0.1 0.0 0.069
H -2.724 1.225 -4.988 -0.2 0.0 0.0 0.123
H -2.063 1.061 -6.599 -0.1 0.1 -0.1 0.126
H -2.572 -1.333 -6.638 0.0 0.0 0.0 0.103
H -1.740 -0.962 -5.150 0.0 0.0 0.0 0.114
H -3.725 -2.437 -4.781 -0.2 0.0 0.0 0.125
H -3.786 -0.948 -3.864 -0.1 0.1 0.0 0.115
H -6.335 -1.614 -7.268 0.0 0.0 0.0 0.091
H -5.469 -2.940 -6.499 0.0 0.0 0.1 0.087
H -4.592 -1.804 -7.479 0.0 0.1 0.0 0.059
H -6.221 -1.060 -3.555 0.0 0.1 -0.1 0.067
H -6.249 -2.586 -4.417 0.1 0.0 -0.1 0.086
H -7.295 -1.267 -4.944 0.0 0.0 0.0 0.092
H -5.323 2.899 -6.936 0.0 0.0 0.0 0.093
H -3.575 3.031 -7.144 0.0 -0.2 -0.1 0.085
H -4.255 3.011 -5.531 -0.1 -0.1 0.0 0.077
C 0.136 2.520 7.830 -0.1 0.2 -0.2 -0.034
C 0.953 1.231 7.561 -0.5 1.4 1.1 -0.485
C 2.347 1.587 7.031 0.2 -0.2 -0.5 -0.131
C 2.353 2.059 5.576 -0.1 0.0 0.0 -0.167
C 1.620 1.064 4.678 0.8 0.2 0.4 -0.136
C 0.223 0.736 5.177 -1.3 1.0 -1.2 -0.488
N 0.211 0.341 6.616 2.2 -1.1 -0.4 -0.075
O 0.676 -0.867 6.724 -0.7 -0.1 0.2 -0.010
C -0.712 1.941 4.944 0.1 0.2 0.2 -0.031
C -0.332 -0.363 4.280 -0.1 -0.7 0.2 -0.030
C 1.108 0.571 8.931 0.0 -0.7 -0.1 -0.049
H -0.931 2.353 7.686 0.0 0.0 0.0 0.086
H 0.260 2.856 8.859 0.1 -0.1 0.0 0.079
H 0.443 3.356 7.201 -0.1 0.0 -0.1 0.068
H 3.000 0.712 7.109 -0.1 -0.1 0.0 0.126
H 2.791 2.358 7.666 -0.1 0.0 0.1 0.125
H 1.902 3.053 5.493 0.0 0.0 0.0 0.103
H 3.384 2.167 5.233 0.0 0.0 0.0 0.109
H 1.575 1.457 3.660 -0.2 -0.1 0.0 0.106
H 2.213 0.146 4.617 -0.1 0.0 0.1 0.112
H -1.703 1.751 5.358 0.0 0.0 0.0 0.092
H -0.829 2.118 3.873 0.1 -0.1 0.0 0.081
H -0.340 2.873 5.362 0.0 0.0 0.1 0.058
H 0.307 -1.243 4.258 -0.1 0.1 0.2 0.053
H -0.401 0.000 3.254 0.0 0.1 0.0 0.074
H -1.331 -0.677 4.590 0.0 0.0 0.0 0.099
H 0.139 0.285 9.343 0.0 0.0 0.0 0.094
H 1.578 1.271 9.622 0.0 0.1 -0.1 0.085
H 1.742 -0.314 8.897 -0.1 0.0 -0.1 0.078
```
Forces are in eV/Å.

Results
spin multiplicity	3
E_HOMO (spin up / spin down)	-8.50 / -8.87	eV
gap between HOMO and LUMO (spin up / spin down)	8.59 / 8.96	eV
total energy	-3067.376109	a.u.
lowest unoccupied orbital energy (spin up / spin down)	0.090 / 0.090	eV